No. 1
Computed, not measured: C35H42AsCaN7O4 as an isolated structure in a non-equilibrium geometry, with wB97M-V/def2-TZVPD.

CARTESIAN COORDINATES (ANGSTROEM)
Ca 0.318 -0.046 0.183
O 2.421 -3.529 -1.526
C 1.811 -2.474 -1.342
N 1.821 -1.618 -0.324
C 2.884 -1.604 0.620
O 4.068 -1.852 0.349
C 2.491 -1.191 1.960
C 3.419 -1.333 3.030
C 3.055 -1.043 4.308
C 1.724 -0.557 4.559
C 0.881 -0.426 3.480
N 1.187 -0.731 2.213
C 0.918 -2.035 -2.522
C 1.516 -2.086 -3.778
C 0.937 -1.504 -4.880
C -0.268 -0.848 -4.706
C -0.881 -0.898 -3.482
N -0.340 -1.533 -2.406
H 4.408 -1.696 2.781
H 3.757 -1.170 5.125
H 1.390 -0.288 5.553
H -0.113 -0.010 3.636
H 2.487 -2.559 -3.822
H 1.432 -1.513 -5.842
H -0.743 -0.301 -5.509
H -1.839 -0.438 -3.296
N -3.120 -0.619 2.212
N -3.380 0.740 1.889
C -2.514 1.452 1.036
O -2.985 2.428 0.439
O -1.308 1.021 0.977
H -2.173 -0.649 2.565
H -3.094 -1.155 1.347
H -4.346 0.899 1.662
C -1.096 3.974 2.857
C -0.095 4.061 1.706
As 1.321 2.702 1.826
C 2.062 3.298 3.548
C 3.470 2.767 3.817
C 2.618 3.617 0.655
C 3.774 2.696 0.247
H -1.921 4.676 2.710
H -0.625 4.205 3.816
H -1.532 2.976 2.928
H 0.375 5.047 1.656
H -0.612 3.879 0.761
H 1.376 2.930 4.314
H 2.036 4.392 3.577
H 3.523 1.685 3.676
H 3.784 2.982 4.844
H 4.200 3.231 3.147
H 2.979 4.524 1.149
H 2.055 3.920 -0.230
H 4.368 2.378 1.106
H 4.446 3.185 -0.465
H 3.398 1.787 -0.226
N 0.085 3.065 -6.689
C 0.232 2.770 -5.571
C 0.424 2.387 -4.230
C 1.617 1.717 -3.791
C 1.727 1.293 -2.504
N 0.772 1.476 -1.529
C -0.353 2.158 -1.938
C -0.569 2.602 -3.213
H 2.416 1.516 -4.495
H 2.617 0.754 -2.192
H -1.106 2.332 -1.173
H -1.492 3.117 -3.450
C -0.998 -4.182 -1.604
C -1.457 -3.042 -0.668
C -0.847 -3.309 0.714
C -1.095 -1.610 -1.186
C -2.990 -3.110 -0.617
C -3.725 -2.936 -1.795
C -5.110 -2.941 -1.797
C -5.812 -3.112 -0.606
C -5.102 -3.289 0.568
C -3.706 -3.293 0.558
H 0.086 -4.310 -1.592
H -1.311 -4.020 -2.640
H -1.446 -5.118 -1.262
H 0.239 -3.325 0.638
H -1.176 -4.271 1.119
H -1.102 -2.523 1.431
H -2.002 -1.037 -1.341
H -3.195 -2.781 -2.730
H -5.647 -2.793 -2.728
H -6.896 -3.088 -0.598
H -5.626 -3.412 1.509
H -3.180 -3.434 1.493

Values from the calculation:
Frontier orbital gap (alpha / beta): 4.618 / 4.099 eV
LUMO level (alpha / beta): 4.304 / 4.301 eV
Largest force on an atom: 2.1 eV Å⁻¹
Total charge: -2
Calculated total energy: -134877.1624 eV
Energy above the lowest of the compared OMol25 structures with the same formula, charge and spin: 0.223 eV
Highest occupied orbital energy (alpha / beta): -0.315 / 0.202 eV



No. 2
Computed, not measured: C35H42AsCl2MnN2O4 as an isolated structure in a non-equilibrium geometry, with wB97M-V/def2-TZVPD.

CARTESIAN COORDINATES (ANGSTROEM)
O -1.550 -3.493 -2.811
C -1.065 -4.019 -1.750
C -1.986 -4.024 -0.534
C -2.103 -2.897 0.267
H -1.498 -2.013 0.030
C -2.963 -2.932 1.371
H -3.060 -2.045 1.998
C -3.685 -4.096 1.665
H -4.353 -4.118 2.532
C -3.555 -5.224 0.843
H -4.106 -6.138 1.069
C -2.712 -5.178 -0.270
H -2.584 -6.037 -0.931
H -0.809 -5.071 -2.002
C 1.551 -3.561 -2.307
C 0.617 -3.538 -1.165
H 1.988 -4.564 -2.464
H 2.385 -2.867 -2.142
H 1.015 -3.304 -3.226
C 0.888 -3.895 0.100
C 2.202 -4.376 0.618
H 0.090 -3.908 0.838
H 2.397 -5.421 0.345
H 2.204 -4.304 1.711
H 3.025 -3.757 0.232
Mn 1.666 -0.762 -0.126
Cl 1.432 -1.395 1.953
Cl 3.670 -1.557 -0.406
C 3.486 1.173 1.431
O 2.772 1.262 0.398
N 4.373 2.100 1.793
C 4.683 3.234 0.936
C 5.083 2.020 3.066
H 3.409 0.290 2.094
H 4.278 3.059 -0.062
H 5.770 3.359 0.887
H 4.256 4.155 1.345
H 4.780 1.095 3.573
H 4.840 2.881 3.707
H 6.170 2.009 2.900
H 2.160 1.421 -4.510
H -0.891 0.739 -5.150
C 2.042 0.336 -4.680
C -0.373 -0.230 -5.056
N 0.768 -0.136 -4.152
H 2.878 -0.187 -4.202
C 0.654 -0.396 -2.862
O 1.654 -0.285 -2.084
H -1.081 -0.970 -4.663
H -0.330 -0.734 -2.503
H 2.040 0.152 -5.759
H -0.015 -0.534 -6.047
O -0.062 0.172 -0.099
As -0.874 1.427 0.754
C -1.826 0.669 2.258
C -1.132 0.291 3.411
C -1.838 -0.202 4.516
C -3.231 -0.324 4.460
C -3.920 0.039 3.297
C -3.220 0.548 2.195
C 0.314 2.936 1.005
C 0.465 3.518 2.266
C 1.205 4.700 2.390
C 1.760 5.304 1.258
C 1.606 4.709 0.000
C 0.899 3.510 -0.123
C -2.168 2.054 -0.533
C -2.673 3.357 -0.411
C -3.574 3.841 -1.368
C -3.954 3.031 -2.443
C -3.448 1.730 -2.557
C -2.562 1.231 -1.593
H -0.045 0.353 3.431
H -1.296 -0.489 5.418
H -3.781 -0.706 5.323
H -5.004 -0.073 3.244
H -3.749 0.844 1.288
H 0.000 3.054 3.136
H 1.343 5.152 3.375
H 2.320 6.238 1.352
H 2.042 5.171 -0.888
H 0.794 3.030 -1.098
H -2.359 3.991 0.419
H -3.971 4.854 -1.269
H -4.645 3.415 -3.195
H -3.742 1.095 -3.394
H -2.179 0.211 -1.663

Values from the calculation:
Frontier orbital gap (alpha / beta): 4.914 / 4.915 eV
LUMO level (alpha / beta): 2.036 / 2.035 eV
Largest force on an atom: 3.9 eV Å⁻¹
Total charge: -1
Calculated total energy: -165351.7727 eV
Expectation value of S²: 8.756
2S+1: 6
Highest occupied orbital energy (alpha / beta): -2.878 / -2.879 eV